No. 1
DFT (ωB97M-V/def2-TZVPD) results for a structure of composition C37H80F15Mg2O31S5 at a distorted geometry.

Geometry as XYZ:
```
170
Properties=species:S:1:pos:R:3
Mg -0.62000 -3.38673 -1.39402
Mg 2.19098 0.64655 -2.09710
C -1.89960 -5.04424 2.48075
F -0.92332 -5.93734 2.23741
F -2.74806 -5.49047 3.38331
F -1.26403 -3.94963 2.89825
S -2.81948 -4.66322 0.87084
O -3.12170 -5.93808 0.23100
O -3.90605 -3.79938 1.25986
O -1.81785 -3.92590 0.06968
C 2.32537 4.76041 -3.05367
F 1.08652 4.55368 -3.50363
F 3.20882 4.19990 -3.89312
F 2.59907 6.04849 -2.95234
S 2.53455 3.88764 -1.37938
O 1.64636 4.56217 -0.43342
O 2.06700 2.49869 -1.59882
O 3.93216 4.03437 -1.04700
C 5.25062 -1.24707 0.72318
F 6.15970 -1.36541 -0.25248
F 4.42628 -2.30639 0.71503
F 5.91523 -1.22307 1.88940
S 4.26781 0.37664 0.48391
O 3.44678 0.62402 1.65505
O 5.27977 1.38635 0.22786
O 3.36887 0.17929 -0.67829
C 2.57047 -3.16370 -4.48569
F 3.86265 -3.22212 -4.65394
F 2.02126 -2.35807 -5.39084
F 1.99013 -4.34784 -4.60224
S 2.17146 -2.55382 -2.76633
O 3.06404 -3.22496 -1.84547
O 2.39610 -1.11609 -2.77837
O 0.75227 -2.85655 -2.53454
C -0.21296 0.30783 1.39431
F 0.18385 1.54101 1.45355
F 0.66798 -0.55486 1.88090
F -1.33286 0.09781 2.10621
S -0.61168 -0.17249 -0.43365
O -1.83618 0.47570 -0.87428
O 0.54049 0.36435 -1.15813
O -0.62399 -1.62629 -0.52572
C -4.02159 5.43715 -1.59822
O -5.06541 5.84415 -2.48493
C -5.24668 5.13150 -3.68799
C -5.25675 3.59565 -3.56896
O -3.93977 3.11937 -3.41882
C -3.79401 1.91903 -2.71030
H -3.26565 4.84308 -2.10078
H -4.49952 4.95484 -0.73866
H -3.63678 6.36607 -1.16987
H -4.52562 5.44273 -4.45721
H -6.18149 5.53800 -4.08114
H -5.68681 3.20523 -4.49797
H -5.77442 3.35626 -2.63452
H -4.58331 1.67201 -1.99435
H -2.85347 1.89925 -2.16482
H -3.70966 1.07120 -3.40472
C 1.49839 -3.55875 0.82934
O 0.78361 -4.21527 -0.23361
C 1.28000 -5.49478 -0.55594
C 0.14079 -6.19151 -1.35366
O -0.59320 -5.25230 -2.16902
C -1.57292 -5.95134 -2.94201
H 2.43804 -4.05325 1.05445
H 0.87914 -3.56460 1.73118
H 1.57006 -2.49242 0.62974
H 1.42120 -6.09503 0.34060
H 2.08687 -5.40417 -1.28346
H -0.56249 -6.66841 -0.66656
H 0.58193 -6.98740 -1.95915
H -1.90105 -6.85752 -2.42563
H -1.07149 -6.22363 -3.87072
H -2.48692 -5.36840 -3.00917
C -3.66794 -2.03162 5.12040
O -4.54679 -0.92470 5.06703
C -5.53769 -0.98039 4.05695
C -5.12985 -0.88660 2.61743
O -4.73402 0.42881 2.23416
C -4.43281 0.51416 0.87179
H -4.25719 -2.95073 5.15949
H -3.07892 -1.90021 6.02967
H -2.90687 -2.00273 4.33492
H -6.27735 -0.23454 4.35959
H -6.07947 -1.91169 4.28630
H -5.93292 -1.16816 1.92739
H -4.30821 -1.57756 2.40039
H -5.17395 -0.02166 0.26037
H -3.42552 0.14822 0.68115
H -4.49386 1.55708 0.55133
C -1.53136 1.62661 6.88748
O -2.17225 2.40033 5.87627
C -1.91079 1.80850 4.62563
C -2.60154 2.63919 3.50504
O -2.78977 3.95397 3.99940
C -3.03506 4.83663 2.93072
H -1.68739 1.93572 7.91940
H -0.45306 1.72294 6.72316
H -1.86511 0.59263 6.76945
H -2.37087 0.81349 4.59625
H -0.84950 1.67891 4.39502
H -3.58476 2.26230 3.21669
H -1.92809 2.62441 2.64187
H -3.29703 5.81821 3.32656
H -3.80847 4.48911 2.23846
H -2.14091 5.03334 2.32527
C 3.31007 -1.43917 4.29544
O 3.11508 -2.63546 5.00744
C 3.40497 -3.88426 4.43352
C 4.87633 -3.93761 4.03647
O 5.18565 -5.24425 3.55360
C 6.61157 -5.35103 3.46191
H 4.37846 -1.24313 4.14323
H 3.05885 -0.57096 4.90566
H 2.80295 -1.32720 3.33553
H 2.73700 -4.15352 3.60879
H 3.22333 -4.58724 5.24698
H 5.48004 -3.69032 4.91245
H 5.05882 -3.25127 3.20511
H 7.04609 -5.11148 4.43641
H 6.89789 -4.50366 2.82478
H 7.08173 -6.23143 3.03532
C 2.58938 3.15763 3.30311
O 3.37127 4.20360 3.88392
C 2.92977 5.45508 3.43524
C 3.58826 6.59297 4.24115
O 4.90923 6.17749 4.58441
C 5.71028 7.25875 4.98333
H 2.87394 3.09208 2.25097
H 1.51919 3.37314 3.34628
H 2.85245 2.19749 3.73711
H 1.86689 5.53214 3.69699
H 3.07320 5.68992 2.37952
H 3.03582 6.85305 5.14804
H 3.66221 7.46721 3.58754
H 6.64211 6.92060 5.43860
H 5.18633 7.77721 5.79849
H 5.96797 7.95667 4.18104
C 1.44285 3.67321 -7.54824
O 1.03821 2.60871 -6.71403
C 2.14438 2.06218 -6.02222
C 1.69358 0.79813 -5.28104
O 1.27115 1.06552 -3.94721
C -0.06511 1.62869 -3.93376
H 1.80401 4.52749 -6.97292
H 0.74348 4.00591 -8.31386
H 2.27012 3.30469 -8.17284
H 2.55039 2.76386 -5.28864
H 2.90950 1.79421 -6.75908
H 2.55522 0.14184 -5.21872
H 0.89336 0.41980 -5.92114
H -0.07086 2.63228 -4.36086
H -0.34071 1.72612 -2.88840
H -0.69509 0.98776 -4.54979
C -0.85794 -3.70787 -6.35463
O -0.93301 -3.18978 -5.04156
C -1.91561 -2.17909 -4.93149
C -1.84025 -1.66447 -3.48802
O -2.05845 -2.63905 -2.49763
C -3.46710 -2.94840 -2.37681
H -1.79572 -4.15523 -6.69087
H -0.12570 -4.51715 -6.34110
H -0.44903 -3.00865 -7.08931
H -2.92353 -2.48858 -5.23118
H -1.63556 -1.36581 -5.61453
H -2.57480 -0.85536 -3.40154
H -0.90134 -1.12401 -3.38426
H -3.52673 -3.83594 -1.75116
H -3.82635 -3.29733 -3.34658
H -3.99101 -2.08864 -1.97117
```

## Properties
Energy ... -7679.46978 Ha
Net charge ... -1
Frontier orbital gap ... 8.2 eV
Highest occupied orbital energy ... -6.8 eV
E_LUMO ... 1.386 eV
Largest force on an atom ... 2.99 eV/A


No. 2
DFT (ωB97M-V/def2-TZVPD) results for a structure of composition C39H84IN3NbO17S at a distorted geometry.

Geometry as XYZ:
```
146
Properties=species:S:1:pos:R:3
C 0.30331 1.76816 4.13919
C -0.61868 1.29942 2.99722
C 0.09362 1.05003 1.64224
N -0.10573 2.22446 0.76798
Nb -1.53723 2.12716 -0.75242
N -2.99696 2.03138 -2.31517
C -2.51475 4.00468 0.11082
C -1.63493 5.28008 0.16266
C -0.64905 5.30304 1.35178
C 0.79144 5.51156 0.91635
N 1.61581 5.87454 2.09109
C -0.64980 0.20588 -1.69644
C 0.86822 -0.03084 -1.49963
C 1.21055 -1.35024 -0.76407
C 2.59940 -1.22841 -0.17634
O 3.46094 -0.67093 -0.73338
O 2.84734 -1.82308 1.04006
C 3.35767 -0.91037 2.02152
C 2.61334 -1.16636 3.34547
C -2.95071 0.71843 0.40130
S -4.52099 1.46396 0.97959
C -5.86066 0.71859 -0.00929
C -6.44199 -0.53839 0.69086
C -0.19381 3.29668 -2.21302
C -0.79716 3.69201 -3.55790
C 0.34535 4.24358 -4.48059
I -2.26182 5.26650 -3.48247
H -0.21182 2.55779 4.68242
H 1.27961 2.11326 3.81091
H 0.38735 0.95741 4.85710
H -1.45315 1.96757 2.81135
H -1.08052 0.35291 3.28865
H 1.15956 0.95871 1.86227
H -0.27767 0.12457 1.20274
H 0.81572 2.49468 0.43528
H -3.90575 1.98812 -1.85952
H -2.83308 1.19880 -2.87308
H -2.85425 3.84622 1.13651
H -3.38227 4.23062 -0.51338
H -2.31453 6.11562 0.36468
H -1.13372 5.54244 -0.76467
H -0.87228 6.16013 1.98815
H -0.74391 4.42098 1.98251
H 1.17133 4.59739 0.45554
H 0.83242 6.36654 0.24638
H 2.54604 6.11972 1.76314
H 1.74155 5.06002 2.68532
H -0.81589 0.26272 -2.77737
H -1.19542 -0.67537 -1.34214
H 1.34874 -0.09419 -2.47365
H 1.38292 0.78026 -0.98609
H 1.28616 -2.13603 -1.51449
H 0.50596 -1.61295 0.01830
H 4.41707 -1.09198 2.20407
H 3.28786 0.11878 1.68856
H 1.73446 -1.75422 3.11802
H 3.23350 -1.65135 4.09244
H 2.32404 -0.20338 3.76178
H -3.24644 -0.04866 -0.31754
H -2.51066 0.17276 1.24209
H -6.64161 1.47335 -0.03611
H -5.55673 0.52761 -1.03535
H -6.21105 -0.52295 1.74703
H -6.02523 -1.42759 0.22528
H -7.52988 -0.50644 0.61483
H 0.34006 4.11968 -1.73015
H 0.59490 2.57662 -2.47548
H -1.17313 2.83638 -4.09553
H 1.23920 3.65239 -4.30524
H 0.01589 4.07559 -5.50922
H 0.49118 5.31095 -4.35884
C 9.09881 7.01048 2.86157
C 7.68020 6.94316 3.38768
O 6.73825 6.67166 2.34079
C 6.69606 5.40550 1.91766
O 7.35882 4.49294 2.34357
O 5.79809 5.32689 0.93549
C 5.71656 4.03669 0.32027
H 9.16944 7.73332 2.04695
H 9.78651 7.30268 3.65567
H 9.41896 6.04630 2.46843
H 7.39513 7.90933 3.80118
H 7.58153 6.20535 4.18461
H 5.55187 3.25691 1.06076
H 6.62503 3.83633 -0.24605
H 4.87150 4.05252 -0.36257
C 0.70287 -6.54059 -1.38359
C -0.54372 -6.15826 -0.61168
O -1.23659 -5.06782 -1.23196
C -1.94322 -5.37581 -2.31843
O -2.06229 -6.47413 -2.80300
O -2.48355 -4.25105 -2.79070
C -3.19212 -4.40900 -4.01850
H 1.34576 -5.67017 -1.52294
H 1.26047 -7.31117 -0.85000
H 0.45401 -6.92143 -2.37413
H -0.26838 -5.80893 0.38220
H -1.21551 -7.00810 -0.48491
H -3.94526 -5.19175 -3.94111
H -2.49573 -4.63081 -4.82668
H -3.68343 -3.46144 -4.22470
C -2.13189 -9.08340 -5.52348
C -1.02548 -10.06265 -5.19599
O -0.03922 -10.12327 -6.23876
C 0.81412 -9.09920 -6.28307
O 0.84274 -8.16126 -5.52899
O 1.63744 -9.29093 -7.32066
C 2.55398 -8.21799 -7.54312
H -2.57546 -9.31782 -6.49329
H -2.90896 -9.11620 -4.76027
H -1.75318 -8.06385 -5.57864
H -1.43636 -11.06809 -5.11594
H -0.55130 -9.82733 -4.24288
H 3.11704 -7.98818 -6.64093
H 2.01908 -7.33473 -7.88995
H 3.24265 -8.54330 -8.31848
C -11.39546 -4.57075 -1.91340
C -10.23490 -5.46376 -1.52638
O -9.16313 -5.38208 -2.47421
C -8.41034 -4.27986 -2.39494
O -8.54487 -3.38280 -1.60447
O -7.48607 -4.33889 -3.35724
C -6.66147 -3.17227 -3.44636
H -11.72687 -4.79505 -2.92871
H -12.23162 -4.71272 -1.22809
H -11.10832 -3.52030 -1.89039
H -10.55536 -6.50468 -1.52823
H -9.86971 -5.23606 -0.52461
H -6.20464 -2.93862 -2.48685
H -7.24783 -2.32623 -3.80204
H -5.87913 -3.39069 -4.16839
C 4.77679 4.66601 5.66653
C 4.44526 5.36434 6.96771
O 4.83258 4.57833 8.10647
C 6.13446 4.57074 8.38402
O 6.99608 5.16961 7.79061
O 6.32837 3.77345 9.44124
C 7.69945 3.59862 9.79738
H 4.33590 3.66818 5.64411
H 4.39907 5.23951 4.81912
H 5.85300 4.54420 5.54470
H 3.36807 5.49814 7.04847
H 4.90103 6.35334 7.02146
H 8.19364 4.55726 9.94249
H 8.21427 3.01993 9.03125
H 7.71725 3.04475 10.73242
```

## Properties
Energy ... -3732.54666 Ha
Net charge ... -1
Frontier orbital gap ... 6.2 eV
Highest occupied orbital energy ... -4.2 eV
E_LUMO ... 1.969 eV
Largest force on an atom ... 3.37 eV/A


> The highest energy belongs to which entry?

C39H84IN3NbO17S